C33H34CoFGeNO3S4 | wB97M-V/def2-TZVPD

Output
HOMO (spin up / spin down): -0.5029 / -0.5139 Ha
ΔE to the lowest compared entry with this formula, charge and spin: 18.3 kcal per mole
M: 771.4 g mol⁻¹
Charge: +2
2S+1: 6
Lowest unoccupied orbital energy (spin up / spin down): -5.66 / -8.22 eV
Largest force on an atom: 0.03890 Eh/bohr
Frontier orbital gap (spin up / spin down): 8.03 / 5.77 eV

Structure (XYZ):
```
78
Properties=species:S:1:pos:R:3:forces:R:3
Co -1.64260 -1.95586 0.01879 -0.38 -0.32 0.92
C -2.85351 5.30138 -1.98263 0.03 -0.16 0.13
C -1.60589 5.18169 -1.11545 -0.18 0.66 -0.28
C -0.44876 5.95220 -1.73858 0.16 -0.09 0.25
C 0.76551 5.89115 -0.82564 -0.14 -0.01 -0.10
C 1.12482 4.45743 -0.56660 0.02 0.19 -0.05
C 2.42781 4.11087 -0.29933 -0.07 -0.10 -0.01
C 2.75638 2.78126 -0.05794 -0.28 0.20 0.36
F 4.03013 2.45440 0.19967 -0.01 0.14 0.01
C 1.81245 1.79806 -0.08760 -0.62 0.37 0.39
C 0.47996 2.11253 -0.37604 -0.10 -0.26 0.01
C -0.50243 1.04690 -0.41691 -0.61 1.84 -0.49
O -0.16776 -0.18129 -0.15992 0.69 -1.08 0.12
C -1.81458 1.45641 -0.72537 0.38 -0.99 0.23
C -2.08975 2.79289 -0.93934 0.09 0.28 0.00
N -1.19383 3.76761 -0.89739 -0.05 -0.29 -0.02
C 0.12529 3.45665 -0.62057 0.36 -0.25 0.14
C -3.01208 0.52153 -0.89283 0.17 0.46 0.06
O -4.10754 1.00692 -1.06840 0.13 -0.05 -0.01
O -2.74546 -0.73562 -0.85419 -0.48 -0.31 -0.46
H -2.96652 6.34099 -2.28245 0.02 0.02 0.04
H -3.76335 5.02186 -1.45495 -0.03 -0.05 -0.05
H -2.75443 4.70093 -2.88746 -0.05 0.00 -0.04
H -1.81201 5.60314 -0.12622 0.05 -0.08 0.00
H -0.75193 6.98757 -1.88182 -0.08 -0.04 -0.05
H -0.20491 5.52575 -2.71531 -0.06 0.05 -0.05
H 0.53667 6.38237 0.12512 0.02 0.03 -0.01
H 1.61199 6.41840 -1.26416 0.02 -0.04 0.03
H 3.20321 4.86486 -0.27687 0.02 0.01 0.01
H 2.07206 0.77731 0.13534 -0.28 0.54 -0.01
H -3.11495 3.04831 -1.16462 0.00 0.01 0.00
C -3.09368 -2.17783 3.46123 -0.19 0.18 -0.32
C -1.58123 -2.08192 3.53504 0.02 -0.11 -0.27
S -0.67304 -2.78989 2.12845 -0.15 -0.07 0.39
C -1.10757 -4.56571 2.12991 -0.02 0.43 -0.15
C -2.44273 -4.99217 1.52942 -0.08 0.14 -0.35
S -2.81669 -4.17727 -0.07225 -0.13 0.13 0.19
C -4.54566 -3.62732 0.12229 0.16 -0.20 -0.10
C -4.89938 -2.89349 1.40408 0.12 0.34 -0.02
S -3.75310 -1.54899 1.86781 0.20 -0.29 0.24
H -3.52900 -1.56644 4.25101 0.03 -0.08 0.08
H -3.42838 -3.20233 3.60282 -0.02 0.01 0.03
H -1.20319 -2.57233 4.43179 0.00 0.10 0.07
H -1.26248 -1.03894 3.54434 0.09 -0.01 0.07
H -1.02192 -4.90377 3.16255 0.05 -0.12 -0.04
H -0.30130 -5.01123 1.54768 0.09 -0.08 0.13
H -3.27635 -4.82330 2.20377 0.01 0.04 0.00
H -2.39602 -6.06025 1.31685 -0.04 0.00 0.11
H -5.17999 -4.50855 0.02139 -0.05 0.06 -0.06
H -4.69632 -2.98840 -0.74852 -0.02 -0.01 0.00
H -4.97914 -3.56692 2.25439 -0.06 0.01 -0.01
H -5.87191 -2.42279 1.26448 -0.05 -0.10 0.01
Ge 1.41578 -1.31999 -0.58254 0.03 0.50 0.03
C 2.46118 -1.57035 1.08682 -0.55 0.04 -0.83
C 2.51010 -2.81054 1.71485 0.14 0.05 -0.10
C 3.34286 -3.00748 2.80394 0.03 -0.10 0.05
C 4.12650 -1.96600 3.28014 -0.04 0.02 -0.08
C 4.10299 -0.73681 2.63752 0.02 0.02 0.06
C 3.27981 -0.53845 1.54095 0.15 -0.07 0.05
C 2.48992 -0.70226 -2.12747 -0.78 -0.38 0.67
C 2.55500 -1.58781 -3.19997 0.06 0.04 0.00
C 3.44640 -1.34818 -4.23445 -0.02 -0.03 -0.03
C 4.24807 -0.21684 -4.20744 0.02 -0.04 -0.03
C 4.17319 0.66925 -3.14086 -0.05 -0.02 -0.01
C 3.30116 0.42662 -2.09186 0.28 -0.08 -0.12
H -0.27431 -2.51997 -2.14308 -0.16 0.07 0.01
H 1.91377 -3.63457 1.34498 0.01 -0.07 0.07
H 3.39037 -3.97847 3.27756 -0.02 -0.02 0.02
H 4.76596 -2.11807 4.13840 0.03 -0.01 0.00
H 4.73563 0.07104 2.97785 0.01 0.01 0.04
H 3.30568 0.41972 1.04101 0.41 -0.35 0.43
H 1.93494 -2.47494 -3.22826 0.02 -0.01 -0.05
H 3.51477 -2.05375 -5.05081 0.01 0.05 -0.06
H 4.94190 -0.03319 -5.01588 0.01 0.02 -0.01
H 4.80136 1.54875 -3.11560 0.05 0.01 -0.02
H 3.26530 1.11272 -1.25698 0.47 -0.63 -0.86
S 0.84125 -4.25092 -1.08213 -0.56 0.56 0.04
C 0.07553 -2.74830 -1.12554 1.74 -0.65 -0.36
```
Positions in Å, forces in eV/Å.